C5H9N3 | ωB97M-V with the def2-TZVPD basis set

```
! wB97M-V def2-TZVPD RIJCOSX def2/J DEFGRID3
* xyz 0 1
H 1.61 0.50 -1.78
N 1.53 1.32 -1.17
C 1.11 1.00 0.03
C 1.58 -0.25 0.60
C 1.38 -1.46 -0.02
H 0.96 1.83 0.70
H 1.73 -0.24 1.68
H 1.55 -1.53 -1.09
H 1.59 -2.37 0.51
C -2.05 0.91 0.26
N -1.03 0.07 -0.34
C -0.85 -1.26 0.07
N -1.34 -2.20 0.58
H -2.37 0.52 1.23
H -2.92 0.96 -0.40
H -1.69 1.92 0.45
H -0.80 0.27 -1.31
*
```

## Properties
SMILES	[H]/N=C\C=C.CNC#N
LUMO energy (alpha / beta)	-0.3 / -0.3	eV
E_HOMO (alpha / beta)	-8.68 / -8.68	eV
frontier orbital gap (alpha / beta)	8.336 / 8.337	eV


C5H9N3 | ωB97M-V with the def2-TZVPD basis set

```
! wB97M-V def2-TZVPD RIJCOSX def2/J DEFGRID3
* xyz 0 1
C -1.87 1.17 -0.62
C -0.97 0.12 -0.02
C -1.39 -0.82 0.82
N -1.99 -1.77 1.30
C 0.46 0.11 -0.25
N 0.93 0.43 -1.54
C 1.27 -0.31 0.76
N 2.63 -0.64 0.63
H -2.89 0.81 -0.75
H -1.90 2.06 0.01
H -1.49 1.47 -1.60
H -2.03 -1.88 2.31
H 1.82 0.02 -1.77
H 0.25 0.24 -2.27
H 0.92 -0.30 1.78
H 3.07 -0.30 -0.22
H 3.19 -0.41 1.43
*
```

## Properties
SMILES	CC(=C=N)/C(N)=C/N
LUMO energy	0.9	eV
E_HOMO	-6.92	eV
frontier orbital gap	7.830	eV


C5H9N3 | ωB97M-V with the def2-TZVPD basis set

```
! wB97M-V def2-TZVPD RIJCOSX def2/J DEFGRID3
* xyz 0 1
C 2.42 0.27 0.15
C 0.85 0.46 -0.15
N 0.26 1.68 -0.16
N -1.18 1.62 -0.21
C -1.75 0.32 0.32
C -1.33 -0.86 -0.33
N -0.16 -1.67 0.20
C 0.16 -0.77 -0.63
H 2.57 -0.78 0.81
H 2.83 -0.17 -0.75
H 2.91 1.34 0.41
H -1.68 2.40 0.03
H -1.74 0.06 1.31
H -2.89 0.27 0.06
H -1.96 -1.58 -0.83
H -0.03 -1.56 1.43
H 0.72 -1.05 -1.66
*
```

## Properties
SMILES	CC1=NNC[C@@H]2N[C@H]12
LUMO energy	1.0	eV
E_HOMO	-8.28	eV
frontier orbital gap	9.301	eV


C5H9N3 | ωB97M-V with the def2-TZVPD basis set

```
! wB97M-V def2-TZVPD RIJCOSX def2/J DEFGRID3
* xyz 0 1
H -0.91 -3.04 0.29
N -0.28 -2.38 -0.15
C 0.45 -1.71 0.65
C 1.35 -0.71 0.07
C 0.78 0.42 -0.37
N 1.39 1.43 -1.08
C -0.67 0.56 0.01
C -0.95 1.30 1.10
N -1.59 0.12 -0.89
H 0.66 -2.00 1.69
H 2.41 -0.90 0.04
H 2.39 1.44 -1.06
H 0.97 2.34 -1.00
H -0.18 1.63 1.78
H -1.96 1.59 1.33
H -1.29 -0.45 -1.66
H -2.56 0.34 -0.76
*
```

## Properties
SMILES	[H]/N=C/C=C(/N)C(=C)N
LUMO energy	1.1	eV
E_HOMO	-7.85	eV
frontier orbital gap	8.987	eV


C5H9N3 | ωB97M-V with the def2-TZVPD basis set

```
! wB97M-V def2-TZVPD RIJCOSX def2/J DEFGRID3
* xyz 0 1
C 0.58 1.33 -1.86
N -0.01 1.44 -0.57
N -0.26 0.18 -0.04
C -1.15 -0.72 -0.58
C -1.46 -1.64 0.48
C -0.59 -1.47 1.53
C 0.16 -0.28 1.22
N 1.32 0.04 2.04
H 0.06 0.68 -2.52
H 0.48 2.57 -1.97
H 1.91 1.29 -1.68
H -1.07 1.79 -0.54
H -1.33 -0.68 -1.79
H -2.08 -2.53 0.24
H -0.39 -1.96 2.64
H 1.95 -0.82 1.86
H 1.90 0.79 1.54
*
```

## Properties
SMILES	CNn1cccc1N
LUMO energy	0.8	eV
E_HOMO	-7.34	eV
frontier orbital gap	8.114	eV


C5H9N3O | ωB97M-V with the def2-TZVPD basis set

```
! wB97M-V def2-TZVPD RIJCOSX def2/J DEFGRID3
* xyz 0 1
C 0.23 -0.79 0.85
C -0.76 -1.13 -0.29
C -0.35 -0.28 -1.32
C -0.80 0.95 -2.23
C -0.35 1.05 -0.75
H 2.02 -1.57 3.32
H -0.41 -2.16 -0.81
H -1.93 -1.12 -0.10
H 0.55 -0.71 -1.70
H -0.13 1.01 -3.09
H -1.96 1.07 -2.45
H -1.02 1.52 0.18
H 0.96 2.24 0.36
H 1.13 0.58 2.13
N 0.17 -1.64 2.05
N 0.96 1.23 -0.11
N 0.59 0.43 0.93
O 1.10 -0.67 3.03
*
```

## Properties
LUMO energy	0.4	eV
E_HOMO	-8.03	eV
frontier orbital gap	8.397	eV


C5H9N3O3S | ωB97M-V with the def2-TZVPD basis set

```
! wB97M-V def2-TZVPD RIJCOSX def2/J DEFGRID3
* xyz 0 1
C 1.92 1.21 0.67
C 1.82 -0.99 -0.18
C 0.53 1.69 0.52
C -0.37 0.97 -0.35
C -0.98 -2.06 0.75
N 2.43 0.08 0.47
N 1.06 -0.68 -1.20
N -0.98 1.53 -1.36
O 2.24 -2.09 0.16
O -2.15 -0.74 -1.09
O -2.40 0.20 1.07
S -1.53 -0.43 0.14
H 2.67 1.90 1.23
H 0.09 1.63 1.49
H 0.59 2.70 0.18
H -1.44 -2.03 1.68
H -1.56 -2.72 0.04
H 0.16 -2.13 0.67
H 0.40 -1.40 -1.51
H -0.70 2.45 -1.69
H -1.80 0.94 -1.70
*
```

## Properties
LUMO energy (alpha / beta)	-0.3 / -0.3	eV
E_HOMO (alpha / beta)	-8.78 / -8.78	eV
frontier orbital gap (alpha / beta)	8.485 / 8.486	eV


C5H9N3OS | ωB97M-V with the def2-TZVPD basis set

```
! wB97M-V def2-TZVPD RIJCOSX def2/J DEFGRID3
* xyz 0 3
C 0.22 -0.97 1.02
C 0.84 -0.35 -1.60
C -0.84 2.47 0.51
C 1.56 -2.56 -1.89
C -0.56 1.29 1.43
N 0.72 -1.88 0.22
N -0.01 0.25 0.67
N 1.01 -1.48 -1.07
O 0.76 0.60 -2.27
S -2.12 0.79 2.33
H -0.01 -1.37 2.02
H -1.73 2.28 -0.09
H -0.99 3.39 1.07
H 0.01 2.60 -0.16
H 2.63 -2.65 -1.70
H 1.06 -3.48 -1.59
H 1.39 -2.37 -2.95
H 0.10 1.60 2.25
H -2.67 0.17 1.28
*
```

## Properties
LUMO energy (alpha / beta)	0.8 / -1.9	eV
E_HOMO (alpha / beta)	-5.34 / -9.34	eV
frontier orbital gap (alpha / beta)	6.112 / 7.398	eV